Entry from the Open Molecules 2025 dataset: C11H15ClGdNO3SZr as an isolated structure at a distorted geometry (ωB97M-V with the def2-TZVPD basis set).

XYZ file:
```
34
C11H15ClGdNO3SZr | the Open Molecules 2025 dataset | ωB97M-V with the def2-TZVPD basis set
Gd 0.60 3.70 -1.77
Cl -1.39 4.24 -0.47
C -0.30 3.12 -3.83
C 1.82 5.56 -1.08
H 0.06 3.66 -4.72
H -0.19 2.02 -4.00
H -1.39 3.33 -3.69
H 2.26 6.20 -1.84
H 2.58 5.25 -0.35
H 1.03 6.12 -0.53
Zr 1.05 -0.01 0.50
C 1.61 0.66 2.57
C 2.42 0.63 -0.97
H 2.68 0.91 2.48
H 0.99 1.56 2.88
H 1.42 -0.23 3.21
H 3.10 1.55 -0.83
H 2.37 0.38 -2.04
O -1.53 0.12 1.14
C -1.62 -0.93 0.46
N -0.81 -0.99 -0.71
S 0.12 -2.39 -0.64
O 0.57 -2.78 -1.96
O 1.35 -1.87 0.17
C -1.00 -3.21 0.39
C -0.76 -4.50 0.80
C -1.64 -4.99 1.74
C -2.60 -4.15 2.32
C -2.71 -2.83 1.95
C -1.91 -2.31 0.94
H 0.07 -5.07 0.36
H -1.58 -6.01 2.02
H -3.28 -4.57 3.06
H -3.38 -2.14 2.44
```

Computed properties:
* orbital gap (alpha / beta): 5.667 / 5.010 eV
* M: 525.2 u
* energy: -2379.5109 Ha
* HOMO energy (alpha / beta): -7.6 / -6.9 eV
* multiplicity: 8